Entry 1:
C45H41AsN9O2S3Ti | wB97M-V/def2-TZVPD

Structure (XYZ):
```
102
C45H41AsN9O2S3Ti | OMol25 | wB97M-V/def2-TZVPD
Ti 0.355 0.537 -0.035
C -4.580 -0.509 1.807
C -3.285 -0.777 2.471
N -3.108 -1.255 3.657
N -1.745 -1.257 3.818
C -1.068 -0.803 2.768
S 0.581 -0.550 2.557
N -2.057 -0.537 1.878
N -1.822 0.168 0.682
H -5.383 -0.852 2.455
H -4.653 -1.033 0.851
H -4.701 0.563 1.637
H -1.339 -1.602 4.672
H -2.069 1.151 0.882
H -2.470 -0.185 -0.017
C 5.824 -0.281 -0.229
N 5.089 0.635 0.636
C 5.649 1.487 1.572
C 4.646 2.152 2.159
N 3.460 1.704 1.578
C 3.752 0.774 0.635
S 2.758 -0.141 -0.412
C 2.111 2.155 1.864
C 1.927 2.952 2.964
C 0.786 3.591 3.572
C -0.563 3.522 3.465
C -1.210 2.557 2.621
N 1.262 1.788 0.936
H 6.881 -0.189 0.002
H 5.651 -0.028 -1.273
H 5.493 -1.304 -0.055
H 6.711 1.546 1.731
H 4.680 2.911 2.915
H 2.844 3.206 3.475
H 1.110 4.314 4.317
H -1.170 4.206 4.046
H -0.507 1.863 2.151
O -2.410 2.430 2.398
S 0.028 3.617 0.132
O 1.107 4.259 -0.654
N -0.563 2.252 -0.712
C -0.563 2.441 -2.115
C -0.889 3.590 -2.791
C -0.815 3.656 -4.200
C -0.412 2.586 -4.940
C -0.047 1.394 -4.276
C 0.419 0.254 -4.953
C 0.804 -0.845 -4.239
C 0.727 -0.806 -2.847
N 0.270 0.224 -2.156
C -0.125 1.331 -2.869
C -1.333 4.811 0.089
C -0.990 6.108 0.449
C -1.986 7.057 0.628
C -3.320 6.710 0.457
C -3.659 5.414 0.093
C -2.667 4.460 -0.087
H -1.189 4.469 -2.243
H -1.080 4.583 -4.693
H -0.349 2.636 -6.019
H 0.479 0.265 -6.035
H 1.174 -1.740 -4.720
H 1.050 -1.666 -2.289
H 0.055 6.371 0.573
H -1.721 8.072 0.897
H -4.095 7.450 0.611
H -4.699 5.145 -0.049
H -2.926 3.450 -0.382
C -2.122 -4.660 3.652
C -2.819 -4.363 2.490
C -2.159 -3.796 1.405
C -0.797 -3.518 1.472
C -0.109 -3.797 2.653
C -0.763 -4.377 3.730
As 0.108 -2.626 -0.022
C 1.625 -3.860 -0.276
C 2.648 -3.516 -1.160
C 3.684 -4.397 -1.435
C 3.724 -5.640 -0.822
C 2.710 -5.998 0.051
C 1.666 -5.121 0.316
C -1.071 -3.311 -1.436
C -1.944 -2.427 -2.066
C -2.866 -2.881 -3.003
C -2.917 -4.230 -3.318
C -2.046 -5.119 -2.696
C -1.130 -4.663 -1.759
H -2.636 -5.106 4.494
H -3.878 -4.578 2.422
H -2.714 -3.595 0.496
H 0.945 -3.563 2.735
H -0.209 -4.611 4.631
H 2.670 -2.551 -1.639
H 4.460 -4.107 -2.133
H 4.536 -6.326 -1.030
H 2.720 -6.970 0.528
H 0.877 -5.447 0.976
H -1.899 -1.368 -1.840
H -3.536 -2.182 -3.488
H -3.631 -4.590 -4.047
H -2.084 -6.173 -2.940
H -0.461 -5.367 -1.281
```

Summary:
- total charge = +1
- largest force on an atom (hartree/bohr) = 0.0736
- energy above the lowest of the compared OMol25 structures with the same formula, charge and spin (kcal per mole) = 37.27
- Kohn-Sham gap (spin up / spin down) (eV) = 6.339 / 6.346
- highest occupied orbital energy (spin up / spin down) (eV) = -9.3202 / -9.3226


Entry 2:
C45H41BF10NO9 | wB97M-V/def2-TZVPD

Structure (XYZ):
```
107
C45H41BF10NO9 | OMol25 | wB97M-V/def2-TZVPD
C -3.116 2.104 -0.630
O -2.107 2.077 0.392
C -0.865 1.521 -0.096
C -0.921 -0.039 -0.481
C -1.102 -0.100 -2.096
C -0.158 -1.226 -2.776
O -0.092 -0.926 -4.229
C 1.062 -0.130 -4.473
O 1.531 -0.062 -5.639
O 0.273 -0.692 0.043
B 0.120 -1.608 1.186
C 0.736 -0.742 2.467
C 0.704 -1.547 3.863
N 0.577 -0.587 5.032
C 0.547 -3.185 1.041
C 2.072 -3.503 1.496
C 2.872 -4.449 0.495
F 3.954 -5.028 1.231
F 2.023 -5.558 0.135
C 3.316 -3.774 -0.886
F 2.286 -3.023 -1.515
F 3.580 -4.863 -1.792
C 4.669 -2.922 -0.833
F 5.789 -3.763 -0.555
F 4.895 -2.458 -2.172
C 4.624 -1.611 0.082
F 5.065 -1.887 1.408
F 5.616 -0.723 -0.444
F 3.423 -0.905 0.041
O -1.344 -1.571 1.499
C -2.020 -0.883 0.403
C -2.907 -1.975 -0.381
C -3.962 -2.606 0.676
F -5.314 -2.607 0.154
H -4.113 2.557 -0.290
H -3.374 1.037 -0.996
H -2.800 2.677 -1.577
H -0.109 1.620 0.768
H -0.479 2.206 -0.927
H -2.185 -0.282 -2.409
H -0.794 0.891 -2.600
H 0.890 -1.039 -2.376
H -0.557 -2.273 -2.589
H 1.595 0.487 -3.679
H 0.289 0.302 2.567
H 1.860 -0.592 2.214
H 1.723 -2.056 4.004
H -0.095 -2.359 3.880
H -0.302 -0.068 4.839
H 1.339 0.103 4.894
H 0.347 -3.596 -0.020
H -0.158 -3.792 1.726
H 1.977 -4.095 2.482
H 2.670 -2.567 1.762
H -2.812 -0.293 0.974
H -3.533 -1.456 -1.183
H -2.277 -2.774 -0.892
H -3.959 -1.970 1.637
H -3.605 -3.658 0.954
C -8.540 0.857 -2.808
C -9.509 0.351 -3.671
C -9.136 -0.185 -4.899
C -7.793 -0.207 -5.272
C -6.825 0.322 -4.418
C -7.200 0.844 -3.179
C -5.401 0.350 -4.822
O -4.554 0.809 -4.076
C -5.022 -0.179 -6.152
C -3.693 -0.107 -6.569
C -3.325 -0.614 -7.811
C -4.281 -1.202 -8.636
C -5.608 -1.271 -8.225
C -5.983 -0.751 -6.986
C -7.404 -0.797 -6.573
O -8.243 -1.308 -7.296
H -8.830 1.268 -1.846
H -10.556 0.374 -3.386
H -9.895 -0.583 -5.565
H -6.450 1.244 -2.505
H -2.942 0.347 -5.931
H -2.291 -0.552 -8.136
H -3.993 -1.604 -9.601
H -6.349 -1.727 -8.874
C 8.441 1.140 4.575
C 7.322 0.345 4.338
C 6.047 0.865 4.522
C 5.886 2.181 4.957
C 7.007 2.969 5.219
C 8.286 2.450 5.015
C 6.851 4.351 5.728
O 7.830 5.043 5.953
C 5.487 4.877 5.968
C 5.324 6.156 6.501
C 4.048 6.663 6.717
C 2.929 5.899 6.393
C 3.087 4.622 5.866
C 4.366 4.105 5.662
C 4.523 2.731 5.134
O 3.547 2.060 4.854
H 9.437 0.736 4.422
H 7.445 -0.681 4.006
H 5.178 0.243 4.331
H 9.161 3.062 5.204
H 6.192 6.758 6.753
H 3.924 7.656 7.137
H 1.933 6.298 6.555
H 2.211 4.029 5.620
```

Summary:
- total charge = -1
- largest force on an atom (hartree/bohr) = 0.0884
- Kohn-Sham gap (eV) = 5.219
- highest occupied orbital energy (eV) = -4.8035